The following is a DFT calculation (ωB97M-V with the def2-TZVPD basis set) of a structure of composition C40H42GeIrN2O2P2S.

Geometry as XYZ:
```
91
Properties=species:S:1:pos:R:3
Ir 0.026 0.219 0.144
C -3.661 7.588 0.995
C -3.249 6.150 1.060
C -3.823 5.281 1.987
C -3.443 3.952 2.056
C -2.458 3.502 1.181
C -1.871 4.340 0.233
C -2.272 5.656 0.183
S -1.994 1.849 1.254
O -0.569 1.683 1.712
O -2.942 1.076 1.990
N -1.771 1.289 -0.294
C -2.479 0.091 -0.526
C -3.820 -0.131 -0.767
C -4.216 -1.446 -0.926
C -3.280 -2.481 -0.833
C -1.962 -2.189 -0.576
N -1.586 -0.904 -0.434
H -4.603 7.758 1.511
H -3.762 7.920 -0.038
H -2.902 8.215 1.467
H -4.589 5.647 2.658
H -3.899 3.277 2.767
H -1.149 3.948 -0.469
H -1.845 6.320 -0.557
H -4.511 0.698 -0.822
H -5.254 -1.677 -1.124
H -3.577 -3.512 -0.963
H -1.200 -2.952 -0.501
C 0.185 -1.250 -2.935
P 1.153 -1.088 -1.408
C 2.791 -0.727 -2.105
C 1.357 -2.714 -0.640
C 1.734 -3.824 -1.392
C 1.937 -5.045 -0.766
C 1.770 -5.164 0.609
C 1.399 -4.062 1.364
C 1.191 -2.833 0.742
P 0.660 -1.384 1.676
C -0.868 -1.787 2.560
C 1.794 -1.163 3.060
H 0.660 -1.976 -3.594
H 0.201 -0.281 -3.439
H -0.847 -1.539 -2.770
H 2.837 -1.292 -3.037
H 3.575 -1.073 -1.437
H 2.956 0.321 -2.333
H 1.873 -3.748 -2.464
H 2.225 -5.908 -1.352
H 1.929 -6.119 1.092
H 1.269 -4.171 2.435
H -0.650 -2.544 3.316
H -1.643 -2.161 1.897
H -1.237 -0.889 3.059
H 1.746 -2.076 3.657
H 1.461 -0.326 3.673
H 2.822 -0.995 2.754
C 0.886 4.949 -1.614
C 0.976 3.708 -2.230
C 1.372 2.599 -1.497
C 1.626 2.707 -0.119
C 1.450 3.960 0.505
C 1.131 5.073 -0.249
Ge 2.624 1.499 1.003
C 4.217 0.760 0.251
C 4.820 1.565 -0.722
C 6.038 1.197 -1.276
C 6.648 0.016 -0.880
C 6.054 -0.791 0.086
C 4.849 -0.419 0.657
C 2.715 1.885 2.863
C 3.949 1.599 3.469
C 4.162 1.913 4.800
C 3.149 2.510 5.540
C 1.925 2.805 4.946
C 1.703 2.496 3.616
H 0.630 5.822 -2.199
H 0.782 3.613 -3.290
H 1.531 1.673 -2.025
H 1.633 4.079 1.565
H 1.073 6.042 0.229
H 4.352 2.488 -1.049
H 6.508 1.831 -2.015
H 7.595 -0.276 -1.315
H 6.542 -1.705 0.400
H 4.413 -1.062 1.411
H 4.754 1.152 2.900
H 5.118 1.701 5.258
H 3.314 2.756 6.580
H 1.145 3.281 5.525
H 0.745 2.724 3.171
```

Results
Charge: +3
Strongest force on any atom: 0.5 eV Å⁻¹
E_LUMO: -10.137 eV
Calculated total energy: -5070.69281 Eh
HOMO level: -16.28 eV
HOMO-LUMO gap: 6.14 eV